Below is a 2-piece molecular cluster, CH4O2S2 overall in a non-equilibrium geometry, with properties calculated with ωB97M-V/def2-TZVPD.

The geometry in XYZ format:
```
9
Properties=species:S:1:pos:R:3:forces:R:3
C 0.67554 0.09164 -1.56489 -0.7003 1.4653 -1.0497
O -0.20749 1.38449 0.26502 -0.2293 0.3757 0.1482
O 1.19119 -0.90227 -1.11669 0.4991 0.6509 0.1082
S -1.38805 -1.14187 1.36768 1.2430 0.0794 -0.8325
S -0.00190 0.54925 1.45850 1.7078 -2.6446 -1.1109
H 1.06663 1.11616 -1.89616 1.0351 -1.3348 0.7437
H -0.37372 0.16138 -1.82116 -0.8519 -0.7386 0.0391
H -2.15416 -0.81760 2.37622 -0.4492 0.5756 0.7666
H 1.19195 -0.44118 0.93147 -2.2543 1.5709 1.1874
```
Positions in Å, forces in eV/Å.

Values from the calculation:
Relative energy (zero: lowest compared OMol25 entry of this formula, charge and spin), kcal/mol: 60.6
Highest occupied orbital energy, Eh: -0.36468
Electronic energy, Eh: -987.25289
Charge: 0



Below is a 5-piece molecular cluster, C25H46BrN6O2 overall in a non-equilibrium geometry, with properties calculated with ωB97M-V/def2-TZVPD.

The geometry in XYZ format:
```
80
Properties=species:S:1:pos:R:3:forces:R:3
C -2.44813 -3.15756 4.61232 0.0293 0.4446 -0.7602
C -1.81598 -3.83742 3.37507 0.2873 -0.4570 1.1117
O -0.74929 -4.38082 3.48263 -0.6736 0.1788 -0.6385
O -2.51607 -3.84187 2.17179 0.6839 0.7320 0.4743
C -2.61575 -2.46862 1.71944 -0.5532 0.4260 -0.0197
C -2.70569 -2.38397 0.18362 0.3561 -0.6885 0.5462
C -1.58772 -3.29811 -0.43460 -0.5228 1.1100 -1.0081
C -0.98170 -2.61811 -1.72551 -0.7683 -0.4864 0.2992
C -0.11234 -1.37285 -1.40898 -1.3859 -0.1529 0.2362
N 1.32917 -1.67771 -1.09203 0.0974 0.6287 -0.5598
Br 1.64868 -1.81461 0.77773 -0.0921 -0.1259 0.0000
C 1.90821 -2.82971 -1.86154 0.9916 -1.1506 0.0412
C 0.96292 -4.00781 -2.07498 -0.0427 -0.5310 -0.3729
N -0.33490 -3.58980 -2.63038 0.5252 0.5804 0.9603
H -3.19722 -3.81505 5.08198 0.3851 0.1467 -0.2183
H -1.62908 -2.91494 5.30789 -0.4527 -0.3201 -0.2272
H -2.95379 -2.21290 4.34039 0.1246 -0.4770 0.1339
H -1.70403 -1.91785 2.03595 -0.4059 -0.1998 -0.0905
H -3.49719 -2.03680 2.23322 0.4142 0.1021 -0.4824
H -3.69931 -2.70981 -0.17267 0.4455 0.0842 0.1848
H -2.60455 -1.32288 -0.11787 0.0280 -0.4174 0.2359
H -0.81342 -3.55320 0.30466 -0.3946 -0.1243 -0.2538
H -2.12041 -4.18796 -0.81283 0.6123 0.0274 0.4680
H -1.86543 -2.23913 -2.28034 0.5159 0.0788 0.2619
H -0.18919 -0.61101 -2.20438 0.5849 -0.5206 0.1427
H -0.54268 -0.90597 -0.50576 0.3159 -0.0593 -0.4665
H 1.86927 -0.84738 -1.36956 -0.1100 -0.0380 0.3545
H 2.77134 -3.19456 -1.27454 -0.3862 0.2539 -0.2890
H 2.34732 -2.46180 -2.80579 -0.7160 0.0814 0.3235
H 0.85963 -4.64607 -1.16883 0.1105 0.6009 -0.1642
H 1.44890 -4.64817 -2.83528 -0.0529 0.3943 0.4020
H -0.92591 -4.41958 -2.60312 0.0566 0.2184 -0.4085
C 1.88257 1.85555 3.25424 -0.0351 0.0092 0.0666
C 3.24455 2.45539 2.91997 -0.1792 -0.2257 0.2226
C 3.21849 3.31788 1.65361 -0.0340 -0.3144 -0.0577
C 2.81148 2.49457 0.49796 0.0563 0.2184 -0.1315
N 2.50152 1.83335 -0.39159 -0.0028 -0.1310 0.2415
H 1.53631 1.18164 2.46608 0.0001 0.0648 -0.0429
H 1.93966 1.27537 4.17633 -0.0062 0.0437 0.0000
H 1.13294 2.63819 3.39119 0.0052 -0.0251 -0.0171
H 3.97150 1.64799 2.80156 0.0710 0.1047 -0.0418
H 3.57971 3.06787 3.75824 0.0422 0.0685 -0.1061
H 4.20675 3.73763 1.46193 -0.0481 -0.0063 -0.1392
H 2.51545 4.14557 1.77022 -0.0464 -0.0492 -0.0540
C 5.73167 -2.26361 -6.51182 -0.0050 -0.0012 0.0027
C 4.42773 -2.00764 -7.25967 0.3508 -0.0755 -0.0396
C 3.25504 -1.69161 -6.32405 0.0948 -0.3484 -0.0899
C 3.00723 -2.82482 -5.41286 -0.1610 0.0863 0.0111
N 2.81928 -3.71678 -4.70968 0.1277 0.3202 -0.2263
H 5.65630 -3.13610 -5.86002 -0.0286 0.0329 0.0106
H 6.54141 -2.45440 -7.21585 -0.0069 0.0373 0.0273
H 6.00972 -1.40135 -5.90120 0.0207 -0.0263 -0.0110
H 4.18785 -2.88269 -7.86722 -0.1083 0.0657 0.0041
H 4.56775 -1.17012 -7.94524 -0.1437 0.0108 0.0276
H 2.35007 -1.50308 -6.90317 -0.0525 -0.0285 0.1098
H 3.46874 -0.80043 -5.73038 -0.0176 -0.0450 0.0450
C -1.30755 4.02524 -0.11763 1.7484 2.1054 -1.3997
C -1.33978 5.54952 -0.21164 0.0724 -0.3270 -0.2564
C -0.08570 6.18310 0.39006 -0.2797 0.0810 0.2691
C 0.02394 5.83146 1.81974 0.2513 0.1571 -0.0425
N 0.11228 5.55880 2.93460 -0.0093 -0.0552 -0.3159
H -1.27443 3.70568 0.90345 0.4504 0.3410 0.1058
H -2.17686 3.61402 -0.58188 0.0966 0.2524 -0.4202
H -0.42099 3.63126 -0.63569 0.0274 0.0896 0.0083
H -2.23029 5.92568 0.29865 0.0730 0.0572 0.0182
H -1.42550 5.84588 -1.25982 0.0760 0.1393 0.0599
H -0.11884 7.27006 0.29995 0.0993 -0.0083 0.0979
H 0.80356 5.82787 -0.13460 0.0307 -0.0019 0.0822
C -3.71192 2.65454 4.49156 -0.0133 0.0091 -0.0229
C -4.76415 1.94304 3.64705 0.0788 0.1938 0.3021
C -4.15257 1.07988 2.53798 -0.1402 0.3382 0.0307
C -3.35658 1.89856 1.61160 0.1007 -0.2149 -0.0968
N -2.71911 2.52101 0.87773 -2.6776 -3.0745 1.8133
H -3.11975 3.35073 3.89436 0.0172 -0.0492 -0.0065
H -4.18830 3.23196 5.28374 0.0277 -0.0387 0.0052
H -3.03164 1.93732 4.95726 0.0016 0.0364 0.0049
H -5.43175 2.68744 3.20808 -0.0213 -0.1066 -0.0708
H -5.37276 1.30868 4.29452 -0.0196 -0.0619 -0.1231
H -4.94281 0.58302 1.97206 0.0816 -0.0238 -0.0662
H -3.50333 0.31085 2.96287 0.0272 0.0359 -0.0054
```
Positions in Å, forces in eV/Å.

Values from the calculation:
Highest occupied orbital energy, Eh: -0.44993
Electronic energy, Eh: -4032.86737
Charge: +1



Please write out number 1 again, unchanged.
Below is a 2-piece molecular cluster, CH4O2S2 overall in a non-equilibrium geometry, with properties calculated with ωB97M-V/def2-TZVPD.

The geometry in XYZ format:
```
9
Properties=species:S:1:pos:R:3:forces:R:3
C 0.67554 0.09164 -1.56489 -0.7003 1.4653 -1.0497
O -0.20749 1.38449 0.26502 -0.2293 0.3757 0.1482
O 1.19119 -0.90227 -1.11669 0.4991 0.6509 0.1082
S -1.38805 -1.14187 1.36768 1.2430 0.0794 -0.8325
S -0.00190 0.54925 1.45850 1.7078 -2.6446 -1.1109
H 1.06663 1.11616 -1.89616 1.0351 -1.3348 0.7437
H -0.37372 0.16138 -1.82116 -0.8519 -0.7386 0.0391
H -2.15416 -0.81760 2.37622 -0.4492 0.5756 0.7666
H 1.19195 -0.44118 0.93147 -2.2543 1.5709 1.1874
```
Positions in Å, forces in eV/Å.

Values from the calculation:
Relative energy (zero: lowest compared OMol25 entry of this formula, charge and spin), kcal/mol: 60.6
Highest occupied orbital energy, Eh: -0.36468
Electronic energy, Eh: -987.25289
Charge: 0



- Which of these has the lowest highest occupied orbital energy?
  C25H46BrN6O2



- Among the records above, which one has the highest highest occupied orbital energy?
  CH4O2S2